# 1
{
  "formula": "C36H58O16",
  "method": "wB97M-V/def2-TZVPD",
  "gap_ev": 9.1,
  "e_above_lowest_kcal_mol": 0.0,
  "e_homo_ev": -9.1,
  "spin_multiplicity": 1,
  "smiles": "O=C1CCCO1.O=C1CCCO1.O=C1CCCO1.O=C1CCCO1.O=C1CCCO1.O=C1CCCO1.O=C1CCCO1.C1CCOC1.C1CCOC1",
  "elements": ["O", "C", "C", "C", "C", "O", "H", "H", "H", "H", "H", "H", "O", "C", "C", "C", "C", "O", "H", "H", "H", "H", "H", "H", "O", "C", "C", "C", "C", "O", "H", "H", "H", "H", "H", "H", "O", "C", "C", "C", "C", "O", "H", "H", "H", "H", "H", "H", "O", "C", "C", "C", "C", "O", "H", "H", "H", "H", "H", "H", "O", "C", "C", "C", "C", "O", "H", "H", "H", "H", "H", "H", "O", "C", "C", "C", "C", "O", "H", "H", "H", "H", "H", "H", "C", "C", "C", "O", "C", "H", "H", "H", "H", "H", "H", "H", "H", "C", "C", "C", "O", "C", "H", "H", "H", "H", "H", "H", "H", "H"],
  "coordinates": [[-3.882, -17.669, 15.262], [-2.742, -17.530, 14.925], [-1.668, -16.645, 15.546], [-0.630, -16.534, 14.441], [-0.845, -17.853, 13.686], [-2.228, -18.187, 13.852], [-2.109, -15.724, 15.911], [-1.334, -17.271, 16.383], [-0.954, -15.718, 13.792], [0.398, -16.452, 14.778], [-0.623, -17.725, 12.630], [-0.217, -18.642, 14.104], [0.622, -14.568, 22.407], [1.078, -15.595, 21.994], [0.343, -16.835, 21.517], [1.386, -17.561, 20.679], [2.701, -17.069, 21.290], [2.414, -15.783, 21.872], [0.110, -17.425, 22.410], [-0.579, -16.590, 21.000], [1.353, -18.647, 20.726], [1.366, -17.254, 19.636], [3.137, -17.721, 22.047], [3.467, -16.918, 20.528], [-0.276, -23.040, 15.825], [-1.326, -23.375, 16.287], [-2.166, -24.605, 15.968], [-2.891, -24.814, 17.288], [-3.111, -23.355, 17.729], [-1.944, -22.657, 17.256], [-2.828, -24.333, 15.144], [-1.497, -25.396, 15.639], [-3.800, -25.403, 17.194], [-2.239, -25.290, 18.022], [-4.003, -22.932, 17.266], [-3.160, -23.257, 18.809], [1.008, -17.689, 17.362], [1.554, -18.678, 16.974], [2.972, -19.090, 17.259], [3.209, -20.246, 16.300], [1.796, -20.782, 16.066], [0.912, -19.661, 16.308], [3.692, -18.278, 17.218], [3.003, -19.427, 18.301], [3.742, -20.012, 15.378], [3.803, -21.067, 16.721], [1.660, -21.129, 15.045], [1.498, -21.563, 16.752], [5.884, -16.108, 18.660], [6.435, -16.890, 17.945], [7.715, -16.696, 17.129], [7.671, -17.857, 16.145], [6.849, -18.890, 16.919], [5.950, -18.138, 17.741], [7.674, -15.699, 16.705], [8.535, -16.797, 17.843], [7.159, -17.549, 15.232], [8.644, -18.273, 15.895], [6.324, -19.649, 16.350], [7.509, -19.468, 17.578], [6.293, -21.964, 17.146], [6.647, -22.997, 16.651], [6.796, -24.351, 17.311], [7.517, -25.200, 16.258], [7.223, -24.431, 14.966], [7.000, -23.070, 15.355], [7.332, -24.278, 18.251], [5.799, -24.761, 17.486], [8.591, -25.229, 16.441], [7.159, -26.223, 16.171], [8.041, -24.465, 14.251], [6.326, -24.805, 14.467], [3.464, -20.334, 21.035], [2.923, -21.267, 20.518], [3.561, -22.523, 19.959], [2.387, -23.373, 19.455], [1.132, -22.528, 19.798], [1.579, -21.300, 20.341], [4.270, -22.207, 19.191], [4.126, -23.014, 20.749], [2.411, -23.561, 18.381], [2.416, -24.346, 19.941], [0.539, -22.304, 18.917], [0.495, -23.082, 20.488], [0.962, -14.051, 17.729], [2.424, -14.202, 18.083], [2.944, -14.969, 16.861], [2.168, -14.507, 15.752], [0.999, -13.845, 16.212], [0.340, -13.315, 18.236], [0.459, -15.012, 17.888], [2.546, -14.800, 18.990], [2.999, -13.292, 18.245], [2.916, -16.052, 16.990], [3.985, -14.663, 16.712], [0.091, -14.269, 15.775], [0.998, -12.774, 15.977], [4.062, -18.979, 12.640], [4.460, -17.780, 13.509], [3.110, -17.185, 13.945], [2.158, -17.644, 12.991], [2.543, -18.983, 12.722], [4.459, -19.955, 12.927], [4.401, -18.801, 11.618], [5.039, -17.014, 12.998], [5.030, -18.070, 14.397], [3.103, -16.097, 13.946], [2.820, -17.492, 14.958], [2.065, -19.369, 11.818], [2.128, -19.618, 13.522]]
}

***

# 2
{
  "formula": "C9H11N4O",
  "method": "wB97M-V/def2-TZVPD",
  "gap_ev": [8.2, 8.2],
  "e_above_lowest_kcal_mol": 44.6,
  "charge": 1,
  "e_homo_ev": [-13.0, -13.0],
  "spin_multiplicity": 1,
  "smiles": "[NH2+]=NC(=[NH2+])N/C([O-])=C\\c1ccccc1",
  "elements": ["N", "N", "C", "N", "N", "C", "O", "C", "C", "C", "C", "C", "C", "C", "H", "H", "H", "H", "H", "H", "H", "H", "H", "H", "H"],
  "coordinates": [[1.293, 0.794, -1.518], [2.047, 1.148, -0.463], [2.425, 0.276, 0.394], [3.202, 0.624, 1.431], [2.241, -1.056, 0.243], [1.302, -1.779, -0.472], [1.329, -2.972, -0.526], [0.235, -0.994, -1.190], [-1.004, -0.610, -0.406], [-2.140, -0.200, -1.123], [-3.295, 0.075, -0.432], [-3.216, 0.147, 0.949], [-2.003, 0.032, 1.612], [-0.886, -0.436, 0.958], [1.719, 0.538, -2.350], [0.641, 1.477, -1.662], [3.379, 1.600, 1.504], [3.094, 0.006, 2.204], [2.791, -1.636, 0.735], [0.246, -1.256, -2.187], [-2.036, -0.299, -2.212], [-4.227, 0.049, -0.804], [-4.240, 0.230, 1.434], [-1.975, 0.127, 2.735], [-0.150, -0.927, 1.630]]
}

***

# 3
{
  "formula": "C3H3DyO3",
  "method": "wB97M-V/def2-TZVPD",
  "gap_ev": [6.7, 5.1],
  "e_above_lowest_kcal_mol": 0.0,
  "charge": 1,
  "s_squared": 12.025,
  "e_homo_ev": [-11.2, -11.2],
  "spin_multiplicity": 7,
  "elements": ["C", "C", "O", "Dy", "H", "H", "H", "O", "C", "O"],
  "coordinates": [[-0.867, -0.449, 3.160], [0.200, -0.763, 2.408], [0.580, -0.151, 1.291], [1.470, -0.714, -0.937], [-1.565, 0.336, 2.861], [-0.971, -0.893, 4.150], [0.828, -1.620, 2.697], [2.516, 1.536, 0.109], [2.401, 1.689, 1.283], [2.787, 2.027, 2.327]]
}

***

# 4
{
  "formula": "C22H28N4O5",
  "method": "wB97M-V/def2-TZVPD",
  "gap_ev": 8.0,
  "e_above_lowest_kcal_mol": 60.1,
  "e_homo_ev": -7.6,
  "spin_multiplicity": 1,
  "smiles": "CCOC(=O)N1CCN(c2c(N3CCN(c4ccc(OC)cc4)CC3)c(=O)c2=O)CC1",
  "elements": ["C", "C", "O", "C", "O", "N", "C", "C", "N", "C", "C", "N", "C", "C", "N", "C", "C", "C", "C", "O", "C", "C", "C", "C", "C", "C", "O", "C", "O", "C", "C", "H", "H", "H", "H", "H", "H", "H", "H", "H", "H", "H", "H", "H", "H", "H", "H", "H", "H", "H", "H", "H", "H", "H", "H", "H", "H", "H", "H"],
  "coordinates": [[9.066, 1.383, -0.705], [7.835, 2.014, -0.083], [6.788, 1.043, -0.083], [5.654, 1.421, 0.540], [5.489, 2.508, 1.043], [4.727, 0.432, 0.562], [3.410, 0.699, 1.089], [2.374, 0.670, -0.046], [2.458, -0.589, -0.764], [1.724, -1.660, -0.381], [0.439, -1.882, 0.132], [-0.684, -1.176, 0.322], [-0.986, 0.048, -0.394], [-2.413, -0.004, -0.941], [-3.339, -0.075, 0.162], [-4.687, 0.186, -0.026], [-5.240, 0.347, -1.301], [-6.576, 0.644, -1.461], [-7.419, 0.782, -0.360], [-8.728, 1.068, -0.636], [-9.617, 1.214, 0.442], [-6.880, 0.627, 0.910], [-5.536, 0.342, 1.070], [-2.884, -0.836, 1.307], [-1.833, -1.860, 0.892], [0.734, -3.308, 0.376], [0.210, -4.183, 1.026], [2.036, -3.099, -0.365], [2.905, -3.789, -0.850], [3.790, -0.846, -1.284], [4.832, -0.817, -0.158], [8.853, 1.071, -1.724], [9.878, 2.104, -0.716], [9.371, 0.512, -0.131], [8.026, 2.331, 0.948], [7.506, 2.892, -0.651], [3.429, 1.679, 1.569], [3.160, -0.070, 1.829], [1.377, 0.794, 0.371], [2.579, 1.482, -0.750], [-0.908, 0.910, 0.282], [-0.278, 0.173, -1.215], [-2.505, -0.860, -1.630], [-2.606, 0.912, -1.506], [-4.630, 0.231, -2.182], [-6.996, 0.765, -2.447], [-9.328, 2.045, 1.094], [-9.686, 0.295, 1.035], [-10.588, 1.427, -0.002], [-7.492, 0.734, 1.792], [-5.147, 0.257, 2.073], [-3.727, -1.369, 1.753], [-2.457, -0.168, 2.070], [-1.504, -2.441, 1.755], [-2.267, -2.560, 0.165], [3.802, -1.819, -1.773], [4.017, -0.065, -2.016], [5.836, -0.920, -0.563], [4.636, -1.644, 0.533]]
}

***

# 5
{
  "formula": "C7H11P",
  "method": "wB97M-V/def2-TZVPD",
  "gap_ev": 9.1,
  "e_above_lowest_kcal_mol": 58.8,
  "e_homo_ev": -8.4,
  "spin_multiplicity": 1,
  "smiles": "C/C=C/C=C\\C=C/P",
  "elements": ["C", "C", "C", "C", "C", "C", "C", "P", "H", "H", "H", "H", "H", "H", "H", "H", "H", "H", "H"],
  "coordinates": [[2.517, 0.205, 0.186], [1.069, 0.669, 0.110], [0.257, 1.129, 1.136], [-1.133, 0.944, 1.267], [-1.831, -0.157, 0.960], [-1.298, -1.217, 0.196], [-0.403, -1.117, -0.838], [-0.660, -0.186, -2.422], [2.586, -0.894, -0.128], [2.985, 0.371, 1.102], [3.174, 0.714, -0.655], [0.643, 0.796, -0.867], [0.650, 1.477, 2.120], [-1.426, 1.746, 1.913], [-2.842, -0.238, 1.362], [-1.455, -2.151, 0.554], [0.184, -2.051, -1.102], [-1.367, 0.806, -1.927], [-1.650, -0.845, -2.965]]
}

***

# 6
{
  "formula": "C3H7N2S",
  "method": "wB97M-V/def2-TZVPD",
  "gap_ev": [10.5, 6.7],
  "e_above_lowest_kcal_mol": 12.8,
  "charge": 1,
  "s_squared": 2.028,
  "e_homo_ev": [-14.0, -14.0],
  "spin_multiplicity": 3,
  "elements": ["C", "C", "C", "N", "N", "S", "H", "H", "H", "H", "H", "H", "H"],
  "coordinates": [[-2.740, 0.719, 0.363], [-2.555, -0.390, -0.378], [2.097, 0.233, -0.038], [1.086, 0.573, -0.768], [2.609, -0.968, 0.297], [-0.984, -1.109, -0.483], [-3.752, 1.004, 0.764], [-1.847, 1.260, 0.618], [-3.298, -1.044, -0.741], [2.687, 1.015, 0.471], [0.968, 1.571, -0.944], [3.355, -1.002, 0.986], [2.373, -1.860, -0.148]]
}